(P)
C4H7ClN2 | wB97M-V/def2-TZVPD

Computed properties:
net charge: 0
HOMO-LUMO gap: 10.390 eV
molecular weight: 118.57 g mol⁻¹
structure (SMILES): C[C@H]1N=N[C@@]1(C)Cl
multiplicity: 1

Last column: Löwdin charge in e.
CARTESIAN COORDINATES (ANGSTROEM)
1 Cl 1.97 0.09 -0.89  0.673
2 N 0.75 -1.11 1.20  0.029
3 N -0.36 -1.53 0.88  0.049
4 C 0.76 0.13 0.39  -0.829
5 C 0.79 1.42 1.16  -0.105
6 C -0.95 -0.89 -1.50  -0.093
7 C -0.76 -0.48 -0.06  -0.311
8 H -1.59 0.12 0.33  0.128
9 H -1.85 -1.51 -1.58  0.078
10 H -1.06 -0.01 -2.12  0.080
11 H 1.81 1.62 1.50  0.075
12 H 0.13 1.36 2.03  0.085
13 H -0.10 -1.47 -1.84  0.058
14 H 0.46 2.24 0.51  0.083

(Q)
C4H7ClN2 | wB97M-V/def2-TZVPD

Computed properties:
net charge: 0
HOMO-LUMO gap (spin up / spin down): 7.568 / 8.725 eV
molecular weight: 118.57 g mol⁻¹
multiplicity: 1

Last column: Löwdin charge in e.
CARTESIAN COORDINATES (ANGSTROEM)
1 Cl 0.96 -3.04 2.10  0.651
2 N 1.04 -0.01 -0.40  0.067
3 N -1.34 -0.38 -0.20  0.136
4 C -0.38 1.93 -0.42  -0.046
5 C -0.29 0.41 -0.62  -0.587
6 C 0.47 -1.98 0.88  -0.552
7 C 1.33 -1.05 0.34  -0.261
8 H 2.39 -1.14 0.54  0.102
9 H -0.28 0.24 -1.73  0.178
10 H -1.31 2.32 -0.84  0.070
11 H 0.47 2.43 -0.89  0.071
12 H -0.35 2.14 0.65  0.077
13 H -2.15 0.18 0.06  0.062
14 H -0.56 -2.04 0.55  0.031

(R)
C4H7ClN2 | wB97M-V/def2-TZVPD

Computed properties:
net charge: 0
HOMO-LUMO gap: 10.290 eV
molecular weight: 118.57 g mol⁻¹
structure (SMILES): ClN1[C@H]2CCCN21
multiplicity: 1

Last column: Löwdin charge in e.
CARTESIAN COORDINATES (ANGSTROEM)
1 Cl -3.91 -0.01 -0.23  0.584
2 N -1.48 0.67 0.76  -0.107
3 N -2.19 0.07 -0.27  -0.484
4 C -0.32 1.35 0.18  -0.146
5 C 0.47 0.22 -0.63  -0.139
6 C -0.01 -1.04 0.15  -0.143
7 C -1.41 -0.76 0.56  -0.363
8 H -1.82 -1.40 1.28  0.121
9 H 0.59 -1.19 1.03  0.110
10 H 1.50 0.49 -0.79  0.089
11 H -0.12 -1.97 -0.51  0.139
12 H 0.26 1.71 1.04  0.110
13 H 0.05 0.20 -1.64  0.095
14 H -0.87 2.05 -0.51  0.134

(S)
C4H7ClN2 | wB97M-V/def2-TZVPD

Computed properties:
net charge: 0
HOMO-LUMO gap: 9.381 eV
molecular weight: 118.57 g mol⁻¹
structure (SMILES): ClC[C@H]1CC=NN1
multiplicity: 1

Last column: Löwdin charge in e.
CARTESIAN COORDINATES (ANGSTROEM)
1 Cl 2.18 -1.02 -0.38  0.598
2 N -1.25 -1.46 0.34  0.010
3 N -0.50 -0.70 1.18  -0.060
4 C 0.04 0.47 0.46  -0.389
5 C 1.58 0.45 0.36  -0.577
6 C -1.43 -0.86 -0.78  -0.153
7 C -0.75 0.50 -0.84  -0.133
8 H 1.91 1.33 -0.21  0.083
9 H -1.99 -1.30 -1.60  0.102
10 H -0.15 0.77 -1.75  0.121
11 H 2.05 0.51 1.33  0.065
12 H -0.27 1.36 1.05  0.140
13 H -1.53 1.24 -0.83  0.093
14 H 0.13 -1.28 1.68  0.100

The most stable of them is (S).